No. 1
{"formula": "C28H25F9N5O2PPtS", "method": "the ωB97M-V functional and the def2-TZVPD basis", "symbols": ["Pt", "O", "P", "C", "C", "C", "C", "C", "C", "C", "C", "C", "C", "C", "C", "C", "C", "C", "C", "C", "C", "H", "H", "H", "H", "H", "H", "H", "H", "H", "H", "H", "H", "H", "H", "H", "C", "C", "C", "C", "N", "C", "N", "N", "N", "H", "H", "H", "H", "H", "H", "H", "H", "H", "H", "S", "C", "N", "F", "C", "F", "F", "C", "O", "C", "F", "F", "F", "C", "F", "F", "F"], "coordinates": [[0.987, -0.827, -0.976], [-1.027, -0.587, -2.153], [-2.257, -0.020, -1.491], [-2.541, -0.694, 0.165], [-2.370, -2.065, 0.343], [-2.536, -2.629, 1.596], [-2.879, -1.830, 2.677], [-3.060, -0.467, 2.504], [-2.893, 0.103, 1.251], [-2.314, 1.772, -1.289], [-3.548, 2.396, -1.102], [-3.614, 3.761, -0.900], [-2.448, 4.513, -0.893], [-1.226, 3.897, -1.097], [-1.155, 2.524, -1.300], [-3.704, -0.423, -2.483], [-3.575, -0.374, -3.867], [-4.666, -0.651, -4.671], [-5.886, -0.977, -4.096], [-6.014, -1.034, -2.718], [-4.922, -0.762, -1.909], [-2.113, -2.689, -0.499], [-2.401, -3.693, 1.725], [-3.014, -2.273, 3.655], [-3.324, 0.159, 3.346], [-3.004, 1.171, 1.129], [-4.461, 1.812, -1.126], [-4.573, 4.241, -0.758], [-2.497, 5.582, -0.736], [-0.316, 4.479, -1.103], [-0.197, 2.063, -1.474], [-2.614, -0.137, -4.305], [-4.564, -0.621, -5.747], [-6.737, -1.196, -4.726], [-6.961, -1.301, -2.270], [-5.016, -0.824, -0.832], [5.176, -2.007, 3.026], [4.362, -1.509, 4.216], [4.487, 0.002, 4.383], [2.899, -1.949, 4.128], [2.227, -1.406, 2.960], [2.193, -1.858, 1.706], [1.526, -0.967, 0.999], [1.154, 0.018, 1.841], [1.567, -0.245, 3.009], [6.233, -1.801, 3.182], [4.885, -1.499, 2.104], [5.064, -3.083, 2.880], [4.741, -1.995, 5.122], [4.096, 0.531, 3.513], [5.534, 0.280, 4.493], [3.947, 0.354, 5.261], [2.329, -1.603, 4.990], [2.819, -3.036, 4.068], [2.621, -2.773, 1.345], [0.881, -3.112, -1.061], [-0.425, -3.625, -1.988], [-1.316, -4.044, -2.592], [4.660, 1.075, -3.053], [3.331, 1.050, -2.874], [2.782, 1.844, -3.797], [2.920, -0.197, -3.132], [2.877, 1.479, -1.438], [1.594, 1.122, -1.230], [3.892, 0.888, -0.410], [4.117, -0.417, -0.644], [3.426, 0.974, 0.851], [5.077, 1.505, -0.439], [2.935, 3.036, -1.350], [2.840, 3.440, -0.075], [4.070, 3.544, -1.852], [1.919, 3.586, -2.013]], "lowdin_charge": [0.9052, -0.4173, 0.8190, -0.2767, -0.0832, -0.0670, -0.0808, -0.0751, -0.0651, -0.2741, -0.0897, -0.0772, -0.0739, -0.0564, -0.0441, -0.2731, -0.0571, -0.0688, -0.0765, -0.0745, -0.0812, 0.0681, 0.1083, 0.1028, 0.1050, 0.1009, 0.1053, 0.1047, 0.1046, 0.1003, 0.0721, 0.1138, 0.1064, 0.1044, 0.1046, 0.1082, -0.0652, -0.4054, -0.0659, -0.1028, -0.0809, -0.1227, -0.1660, 0.0347, 0.0950, 0.0852, 0.0684, 0.0822, 0.1383, 0.0652, 0.0832, 0.0824, 0.1320, 0.1337, 0.1322, 0.5186, -0.8304, 0.0759, 0.1666, -0.5509, 0.1779, 0.1400, -0.3181, -0.2820, -0.5432, 0.1346, 0.1297, 0.1750, -0.5478, 0.1707, 0.1686, 0.1695], "e_tot_ha": -3263.9527, "orbital_gap_ev": 7.774, "lumo_ev": -0.5, "homo_ev": -8.303}


No. 2
{"formula": "C28H25FN6O5Pt", "method": "the ωB97M-V functional and the def2-TZVPD basis", "symbols": ["Pt", "O", "N", "O", "C", "C", "C", "C", "C", "C", "N", "C", "C", "N", "C", "C", "C", "C", "H", "H", "H", "H", "H", "H", "H", "C", "C", "N", "C", "C", "C", "O", "O", "C", "O", "C", "C", "C", "F", "C", "C", "C", "N", "C", "C", "N", "C", "C", "H", "H", "H", "H", "H", "H", "H", "H", "H", "H", "H", "H", "H", "H", "H", "H", "H", "H"], "coordinates": [[-1.452, 2.996, 0.865], [1.422, 9.451, 0.346], [2.061, 8.763, 1.103], [3.093, 9.060, 1.648], [1.529, 7.438, 1.413], [1.786, 6.929, 2.648], [1.248, 5.676, 3.045], [1.450, 5.129, 4.324], [0.901, 3.903, 4.614], [0.130, 3.245, 3.651], [-0.100, 3.759, 2.458], [0.456, 4.945, 2.133], [0.244, 5.463, 0.811], [-0.435, 4.689, -0.055], [-0.626, 5.093, -1.295], [-0.149, 6.325, -1.749], [0.554, 7.141, -0.893], [0.770, 6.720, 0.433], [2.395, 7.498, 3.339], [2.029, 5.668, 5.057], [1.049, 3.445, 5.577], [-0.313, 2.283, 3.868], [-1.156, 4.420, -1.955], [-0.314, 6.619, -2.773], [0.940, 8.091, -1.237], [-3.711, -3.925, 0.717], [-3.574, -3.306, -0.673], [-2.675, -2.159, -0.626], [-3.220, -0.947, -0.377], [-2.486, 0.168, -0.128], [-3.011, 1.529, 0.302], [-3.129, 2.423, -0.568], [-3.178, 1.673, 1.540], [-1.055, 0.127, -0.114], [-0.311, 1.100, 0.153], [-0.490, -1.165, -0.429], [0.901, -1.288, -0.485], [1.482, -2.479, -0.816], [2.825, -2.518, -0.899], [0.701, -3.618, -1.100], [-0.677, -3.503, -0.973], [-1.310, -2.290, -0.671], [1.233, -4.859, -1.476], [0.760, -5.439, -2.722], [0.785, -6.975, -2.590], [1.679, -7.327, -1.456], [2.955, -6.577, -1.559], [2.662, -5.088, -1.307], [-4.429, -4.740, 0.692], [-4.071, -3.177, 1.419], [-2.752, -4.294, 1.078], [-4.547, -2.957, -1.024], [-3.223, -4.044, -1.395], [-4.301, -0.902, -0.375], [1.513, -0.420, -0.299], [-1.274, -4.381, -1.147], [1.395, -5.114, -3.559], [-0.251, -5.095, -2.932], [1.175, -7.425, -3.504], [-0.211, -7.380, -2.400], [1.840, -8.339, -1.428], [1.221, -7.042, -0.579], [3.363, -6.743, -2.557], [3.676, -6.953, -0.831], [3.275, -4.488, -1.991], [2.930, -4.810, -0.286]], "lowdin_charge": [1.2545, 0.1103, -0.3477, 0.1296, -0.0586, 0.0950, -0.1062, 0.0429, -0.0012, -0.0621, 0.0005, -0.1299, -0.1285, -0.0124, -0.0597, 0.0112, 0.0534, -0.0407, 0.1451, 0.1363, 0.1224, 0.1330, 0.1325, 0.1261, 0.1235, -0.0487, -0.1793, -0.0377, 0.0468, -0.0332, -0.7416, 0.0132, -0.0020, -0.3168, -0.0736, -0.0473, 0.0972, -0.1808, 0.0720, -0.1413, 0.0611, -0.1139, -0.1083, -0.1131, -0.0747, 0.0493, -0.0744, -0.1285, 0.0852, 0.0848, 0.0756, 0.1291, 0.1127, 0.1596, 0.1423, 0.1083, 0.1433, 0.1273, 0.1423, 0.1407, 0.1964, 0.1934, 0.1432, 0.1442, 0.1379, 0.1403], "e_tot_ha": -2005.2993, "orbital_gap_ev": 7.410, "total_charge": 2, "lumo_ev": -5.5, "homo_ev": -12.904}


No. 3
{"formula": "C28H25GaIO9", "method": "the ωB97M-V functional and the def2-TZVPD basis", "symbols": ["O", "C", "O", "Ga", "I", "C", "C", "C", "O", "C", "C", "C", "C", "C", "C", "H", "H", "H", "H", "H", "H", "H", "H", "H", "H", "H", "H", "H", "C", "C", "C", "O", "C", "C", "C", "O", "H", "H", "H", "H", "C", "C", "C", "O", "C", "C", "C", "O", "H", "H", "H", "H", "C", "C", "C", "O", "C", "C", "C", "O", "H", "H", "H", "H"], "coordinates": [[0.167, 0.707, 3.645], [0.378, 0.122, 2.601], [-0.311, 0.326, 1.488], [-1.827, -0.772, 1.101], [-1.007, -3.091, 0.125], [-3.047, -0.916, 2.684], [-4.169, -1.957, 2.608], [-3.693, -3.399, 2.705], [-4.650, -4.148, 3.475], [1.502, -0.875, 2.483], [1.930, -1.317, 1.237], [2.954, -2.250, 1.131], [3.550, -2.743, 2.283], [3.138, -2.292, 3.536], [2.119, -1.357, 3.637], [-2.548, -0.067, -0.132], [-3.515, 0.076, 2.724], [-2.508, -1.030, 3.629], [-4.851, -1.807, 3.453], [-4.769, -1.825, 1.703], [-3.607, -3.839, 1.709], [-2.706, -3.447, 3.175], [-4.474, -5.078, 3.312], [1.445, -0.930, 0.354], [3.261, -2.593, 0.151], [4.335, -3.486, 2.208], [3.607, -2.668, 4.437], [1.783, -0.986, 4.596], [2.341, 2.256, -0.346], [1.931, 3.482, -0.664], [2.046, 3.992, -2.050], [1.670, 5.105, -2.356], [2.656, 3.093, -3.066], [3.078, 1.873, -2.747], [2.942, 1.354, -1.362], [3.313, 0.239, -1.064], [2.254, 1.857, 0.656], [1.491, 4.149, 0.067], [2.734, 3.492, -4.069], [3.524, 1.201, -3.470], [2.656, -3.387, -5.192], [1.704, -2.936, -6.003], [0.415, -2.422, -5.468], [-0.447, -2.016, -6.218], [0.235, -2.429, -3.997], [1.188, -2.880, -3.184], [2.473, -3.393, -3.716], [3.350, -3.805, -2.987], [3.602, -3.767, -5.558], [1.813, -2.920, -7.080], [-0.710, -2.053, -3.622], [1.059, -2.887, -2.109], [-1.884, 3.406, 1.445], [-3.115, 3.259, 0.957], [-3.813, 4.377, 0.280], [-4.937, 4.257, -0.163], [-3.085, 5.668, 0.153], [-1.855, 5.816, 0.635], [-1.163, 4.696, 1.322], [-0.040, 4.830, 1.762], [-1.344, 2.601, 1.932], [-3.653, 2.322, 1.023], [-3.614, 6.466, -0.353], [-1.302, 6.744, 0.553]], "lowdin_charge": [0.0675, -0.5804, -0.1861, 0.0679, 0.3105, -0.2930, -0.2812, -0.3097, -0.0938, -0.1457, -0.0966, -0.0785, -0.0911, -0.0906, -0.0248, -0.0594, 0.0411, 0.0568, 0.1032, 0.1031, 0.0626, 0.1044, 0.0692, 0.0786, 0.1006, 0.0949, 0.0927, 0.1120, 0.0456, 0.0311, -0.3848, 0.0930, 0.0142, 0.0188, -0.3699, 0.1068, 0.1247, 0.1001, 0.1167, 0.1175, 0.0123, 0.0100, -0.3902, 0.0944, 0.0235, 0.0106, -0.3820, 0.1023, 0.1162, 0.1156, 0.1211, 0.0433, 0.0430, 0.0278, -0.3857, 0.0951, 0.0136, 0.0178, -0.3778, 0.0881, 0.1086, 0.1096, 0.1164, 0.1183], "e_tot_ha": -3981.6754, "orbital_gap_ev": 6.295, "total_charge": -1, "lumo_ev": 0.5, "homo_ev": -5.790}